(1)
This record from the Open Molecules 2025 dataset describes a 13-piece molecular cluster, C81H190N10O19 overall in a non-equilibrium geometry. The level of theory is ωB97M-V with the def2-TZVPD basis set.

- HOMO level (eV) = -7.979
- electronic energy (a.u.) = -5176.602568

Element x y z (Å)
H 3.04 3.72 -8.00
H 0.53 2.08 -5.48
C 5.63 3.07 -7.38
H -1.35 4.14 -2.83
H 2.82 -1.59 -0.73
C -6.33 -2.99 5.23
H -3.97 0.49 2.89
C 4.48 0.34 3.47
C -0.29 -4.72 -6.05
C -7.61 -0.09 -4.16
C 4.77 -4.93 1.88
H 10.23 -8.12 -3.37
H -6.94 -3.16 -2.10
C 0.20 3.89 -6.42
C 1.99 2.15 4.36
H 6.17 -0.38 0.31
H 1.79 6.27 3.10
H 6.09 0.27 -4.16
C -5.09 -1.90 2.65
H -1.66 5.24 0.07
H -4.22 -2.50 -1.21
H -4.26 3.94 2.15
C -3.46 3.93 5.00
N 3.16 8.33 -3.43
H -5.76 -1.72 1.82
H 4.92 11.41 -5.30
H -7.19 1.73 1.37
H -5.56 1.55 -2.34
C 2.41 5.71 3.80
H 2.77 10.86 -3.10
C -1.69 5.31 5.87
H 3.41 12.29 -4.82
H 4.50 2.22 4.31
H 8.20 -4.19 -0.33
H 1.22 -2.36 7.69
C -8.14 -2.59 2.56
H -5.11 0.20 -4.82
O -1.35 3.27 -4.65
H -2.54 7.37 4.57
H -0.30 1.69 -0.24
H 2.66 -5.54 6.21
H 4.79 1.10 5.54
H -1.08 4.45 6.15
H 2.02 -5.57 0.79
H 4.99 -2.53 -6.43
C 1.03 -0.16 1.11
C 0.53 0.11 -2.82
H 3.09 8.10 -2.45
H 1.84 -2.79 4.10
H -1.53 -5.30 4.38
H 1.41 -1.08 1.56
H 1.59 4.28 -1.48
C 4.49 12.18 -4.66
H -5.25 -1.05 -3.72
H 7.20 0.47 -0.89
H 0.32 -0.81 4.35
H 3.69 0.12 2.75
O -6.79 -0.81 -5.02
H -5.20 0.27 1.06
H 2.47 -1.87 5.30
C 6.47 -3.42 -2.21
H 5.29 1.51 -4.91
H 0.09 -1.05 5.98
H 5.84 -4.84 1.71
O 5.93 -1.07 -1.52
H 5.37 3.86 -8.08
H -0.18 -5.33 -5.16
C -2.02 -3.72 -4.89
H -3.63 3.93 0.53
H 0.63 -5.95 -2.71
H 2.10 -4.41 1.97
C 3.39 7.09 -4.16
H -7.85 -1.69 5.97
H -0.58 -2.11 1.60
N 1.12 2.84 -5.80
C -6.24 2.15 -1.73
C 2.47 -4.60 0.96
H -2.88 -4.21 4.47
C -2.12 -4.71 5.07
C -1.10 -3.70 5.77
C 2.14 2.27 -6.64
H -2.83 -2.74 6.86
N -2.80 -4.02 -0.98
C -6.42 1.38 -0.41
H -7.13 0.56 -0.43
H -1.68 -2.31 -1.02
H -1.73 4.80 -5.94
H -2.95 2.85 1.81
C 9.97 -7.75 -2.38
H 4.52 -4.33 2.75
H -5.03 -2.81 -5.65
C -3.25 6.34 2.01
C 9.14 -5.92 -1.18
H 1.69 1.75 -7.49
H 3.32 3.74 -1.42
H 5.21 8.93 -3.45
H -5.07 -5.10 0.30
C -1.03 0.97 0.12
C -2.54 5.16 4.65
O -0.96 3.76 3.46
H 6.01 3.50 -6.45
H -0.64 4.20 0.99
H -3.67 0.17 4.55
C -5.11 0.85 0.14
C 1.53 -3.67 6.10
C -1.07 -1.15 1.43
H 1.19 -6.81 -1.24
C 3.26 3.22 -7.05
O 0.18 -5.56 6.76
C -0.66 -5.18 -0.52
H 0.20 -2.76 -2.95
O 4.25 -5.25 -0.39
H -4.60 7.57 3.24
C -0.85 -2.58 4.72
C 2.17 0.21 0.19
H 2.57 6.10 4.81
H -0.22 3.31 -7.24
H -5.85 -3.68 -3.30
N -1.79 4.90 3.38
H -0.55 5.97 1.22
H -1.90 -1.61 -4.33
H -5.05 1.12 4.05
O 1.83 4.41 3.78
C 4.21 9.31 -3.67
H -7.64 -0.57 -3.18
H -7.27 0.92 -3.94
H 1.75 -2.24 -3.62
C 2.22 -0.72 -0.99
C 5.12 0.48 -4.60
H 0.95 0.74 1.72
O -0.83 -6.26 -1.49
H 0.73 -4.55 -6.40
H -0.40 5.17 -4.82
H 0.33 -7.74 -2.48
O 4.60 11.70 -3.34
H -8.40 -3.21 5.27
H -7.32 -3.31 2.52
C 3.96 -4.47 0.74
H -6.32 -3.38 6.25
H -0.81 -5.24 -6.86
C 2.52 4.15 -2.03
H 4.20 9.62 -4.71
C 4.76 -0.51 -5.78
C -2.05 -4.70 0.07
H -4.23 -2.17 5.26
H 10.07 -5.65 -0.67
H 1.87 -4.01 8.19
C -5.29 -4.22 -0.31
H 3.64 -4.35 5.57
H 5.68 -2.82 3.49
H 1.99 -3.82 0.36
C -2.65 -2.37 -4.57
C 1.58 -2.47 5.11
H 2.08 1.26 -0.08
C -5.40 -0.85 -4.78
C -2.11 3.77 -3.51
C 8.40 -4.60 -1.32
H -0.17 -5.58 0.37
O -5.79 -4.88 -1.49
H -3.92 -2.91 0.45
N 2.79 1.14 5.06
H 4.16 -3.42 0.57
H 5.45 0.79 -0.84
H -4.09 3.76 4.13
H 9.01 -3.94 -1.93
O -6.92 2.26 0.62
H -2.26 5.71 6.71
H 2.31 -5.13 4.67
H 6.42 2.48 -7.84
H 2.46 3.42 -2.84
O 5.40 -0.10 -6.94
H -0.64 -2.97 3.73
H 3.13 0.15 0.70
H -2.64 7.22 1.80
N -6.90 -0.60 3.68
H 7.18 -5.35 -2.71
H -2.79 -2.22 -6.52
C 0.96 -1.04 -1.84
H 4.72 -5.98 2.17
H 2.87 -2.75 7.52
C -1.82 -3.09 7.02
O 4.85 -0.94 4.04
H -9.35 0.00 4.46
H 6.99 -2.95 -3.05
H -4.93 -1.50 -6.79
C -3.27 6.56 4.57
H 0.93 -0.10 -3.81
H 3.32 3.74 5.05
C 0.30 -1.62 5.07
C 0.42 -6.76 -2.01
H 3.86 10.45 -1.87
H 2.62 1.55 -5.97
H -1.69 0.96 -0.74
H -3.00 -4.68 -1.71
C -4.02 -3.33 -0.55
H -2.56 -5.45 5.74
N 0.20 -4.29 6.08
C -5.45 -1.02 3.74
H 3.17 7.26 -5.21
C 4.16 1.24 4.66
H -4.02 -1.81 2.42
C 2.59 5.88 -3.60
H -1.26 -2.24 7.41
O -7.23 0.26 2.72
H 1.63 3.79 5.70
H 2.50 0.21 4.83
H -2.88 3.01 5.06
H -0.87 6.00 5.62
H -1.88 -3.66 7.96
H -4.37 1.63 0.30
H -4.67 0.20 -0.62
N -0.12 -1.25 -0.88
H 3.69 -0.45 -5.96
H -6.05 3.21 -1.56
C 5.12 -1.91 -5.54
H 0.95 1.09 -2.57
C -3.34 3.85 1.58
H 10.86 -7.82 -1.76
H -1.77 -4.17 -3.93
H -5.22 -2.98 2.74
H -2.10 -1.18 1.07
H 5.18 13.02 -4.72
H 2.18 2.15 3.29
H 1.50 -3.16 -2.08
H -3.37 -2.44 -3.75
H 4.65 -2.28 -4.63
H -0.09 4.17 3.55
H -10.07 -1.63 4.56
H 5.44 -3.64 -2.50
H -8.58 0.04 -4.64
C -0.27 -0.37 0.36
H -4.85 5.86 3.10
H -2.85 -4.34 -5.25
N -3.18 -1.72 -5.73
O -0.90 -3.50 -5.73
H -7.32 -4.61 -2.93
H 0.92 1.98 4.43
H 8.53 -6.54 -0.51
C 1.88 -3.21 7.46
H -2.70 4.66 -3.74
C 6.22 0.03 -0.70
H -0.05 -4.34 -0.88
H 5.13 0.80 -7.10
O -1.44 -1.48 -1.45
O 9.42 -6.44 -2.45
H -1.68 -1.92 4.48
H 9.20 -8.45 -2.03
H 1.55 6.13 -3.38
H -7.45 1.07 3.18
C -1.22 5.12 1.06
H -0.11 -5.29 7.63
C 1.17 -2.32 -2.70
H -2.72 3.10 -2.91
H 4.96 -1.94 2.24
C -4.48 0.22 3.82
C -9.37 -1.00 4.02
H 4.36 0.49 -3.82
C 6.55 -2.29 -1.12
C -4.08 6.61 3.24
C 5.57 -1.80 3.13
H 5.18 -5.19 -0.62
H 2.69 5.07 -4.32
H 6.57 -1.46 2.89
H -9.77 -0.76 3.03
C 2.26 3.61 4.83
C -4.66 -1.80 -5.78
H -0.53 0.11 -3.09
H -1.75 -3.95 0.81
H 6.19 -2.73 -0.19
H 3.42 5.60 3.41
O 4.43 2.43 -7.15
H -1.17 -0.56 2.35
N 7.10 -4.77 -1.89
H 0.90 4.67 -6.73
H 3.48 4.00 -6.32
H -6.17 -3.86 4.60
C 3.82 10.60 -2.95
H -6.09 -3.63 0.13
H -9.04 -3.18 2.42
H 6.16 -1.82 -5.21
H -7.20 2.15 -2.25
C -0.88 4.38 -5.40
C -7.72 -2.37 5.13
H -4.05 4.04 5.91
H -5.42 -1.20 5.89
H 7.60 -2.10 -0.90
H 2.87 -0.15 -1.65
C -6.48 -4.06 -2.50
C -2.42 5.05 2.06
H -3.93 6.21 1.16
H -2.53 -5.59 0.47
C -7.99 -1.62 3.79
H 4.45 6.82 -4.09
H -3.84 6.75 5.48
C 2.59 -4.64 5.60
H 5.34 0.71 2.91
O 3.19 5.35 -2.39
H -8.02 -2.01 1.65
C -5.24 -1.84 5.03
H -1.61 1.23 1.01

Atom charges from the Mulliken analysis, given in e for atoms 1 to 99: number 1, H, carries 0.3680; number 2, H, carries 0.0275; number 3, C, carries -1.0258; number 4, H, carries 0.1885; number 5, H, carries -0.9631; number 6, C, carries -0.8047; number 7, H, carries 0.0211; number 8, C, carries 0.3764; number 9, C, carries -0.7661; number 10, C, carries -0.5268; number 11, C, carries -1.1365; number 12, H, carries 0.2534; number 13, H, carries 0.1632; number 14, C, carries -0.8808; number 15, C, carries -0.1503; number 16, H, carries 0.1520; number 17, H, carries 0.2277; number 18, H, carries 0.4074; number 19, C, carries -1.5661; number 20, H, carries 0.5193; number 21, H, carries 0.1141; number 22, H, carries 0.3679; number 23, C, carries -1.3756; number 24, N, carries -0.3081; number 25, H, carries 0.2690; number 26, H, carries 0.2681; number 27, H, carries 0.4995; number 28, H, carries 0.2122; number 29, C, carries -1.0482; number 30, H, carries 0.3929; number 31, C, carries -2.1792; number 32, H, carries 0.3121; number 33, H, carries 0.4752; number 34, H, carries 0.2932; number 35, H, carries 0.3435; number 36, C, carries -1.6296; number 37, H, carries 0.4252; number 38, O, carries -0.1701; number 39, H, carries 0.4044; number 40, H, carries -0.0933; number 41, H, carries 0.5106; number 42, H, carries 0.1476; number 43, H, carries 0.2629; number 44, H, carries 0.4508; number 45, H, carries 0.4307; number 46, C, carries 0.4233; number 47, C, carries -1.9420; number 48, H, carries 0.2764; number 49, H, carries -0.4969; number 50, H, carries 0.4425; number 51, H, carries 0.0960; number 52, H, carries 0.2093; number 53, C, carries -0.6426; number 54, H, carries -0.2614; number 55, H, carries 0.3362; number 56, H, carries -0.1615; number 57, H, carries -0.2324; number 58, O, carries -0.4516; number 59, H, carries -0.4932; number 60, H, carries 0.8568; number 61, C, carries -1.0775; number 62, H, carries 0.1931; number 63, H, carries 0.6681; number 64, H, carries 0.2576; number 65, O, carries 0.0226; number 66, H, carries 0.4238; number 67, H, carries 0.2077; number 68, C, carries -0.4573; number 69, H, carries 0.6169; number 70, H, carries 0.0512; number 71, H, carries -0.0081; number 72, C, carries -0.8773; number 73, H, carries 0.4012; number 74, H, carries 0.0272; number 75, N, carries 0.2845; number 76, C, carries -1.6046; number 77, C, carries -1.0536; number 78, H, carries 0.1064; number 79, C, carries -1.8306; number 80, C, carries 1.9947; number 81, C, carries -0.0424; number 82, H, carries 0.2229; number 83, N, carries -0.1450; number 84, C, carries 0.7154; number 85, H, carries 0.2400; number 86, H, carries -0.5815; number 87, H, carries 0.4174; number 88, H, carries 0.0133; number 89, C, carries -0.7788; number 90, H, carries -0.3447; number 91, H, carries 0.2420; number 92, C, carries -0.9797; number 93, C, carries -0.8789; number 94, H, carries 0.3039; number 95, H, carries 0.2834; number 96, H, carries 0.3386; number 97, H, carries 0.3080; number 98, C, carries -0.4513; number 99, C, carries 1.5970

=====

(2)
This record from the Open Molecules 2025 dataset describes C81H68CsN4O4P2S3 as an isolated structure in a non-equilibrium geometry. The level of theory is ωB97M-V with the def2-TZVPD basis set.

- HOMO level (eV) = -2.887
- total charge = -1
- electronic energy (a.u.) = -5544.827088

Element x y z (Å)
H -4.58 -0.90 2.23
H -6.88 5.89 1.38
C 0.81 1.55 6.55
C -3.76 -1.38 6.17
H 4.04 -5.74 -3.85
C -1.41 3.30 1.73
H 0.52 3.08 8.02
C -3.89 -4.32 -4.58
C -1.25 7.31 0.25
C -3.22 -3.75 -3.37
H -1.74 7.48 -0.71
C -2.52 3.21 5.81
H 0.64 5.51 -3.89
H 3.67 1.90 4.51
H 2.07 -4.76 5.11
C -3.16 -2.23 -1.52
C -3.80 -2.71 -2.65
H 2.86 3.26 -1.03
C -3.07 -2.39 1.95
C -2.00 3.00 4.53
C -7.30 5.14 0.71
H 3.78 -6.08 0.82
C -3.69 -0.10 6.64
H 0.62 7.49 -0.89
C 2.75 -4.22 0.82
N 0.85 2.90 -1.05
C -1.99 -4.23 -2.91
H 0.69 0.74 7.26
C 0.89 3.89 6.08
H 2.85 4.89 -2.88
H -1.61 3.86 4.00
S -1.49 1.56 2.17
C -0.94 -3.81 3.90
C -3.08 2.14 6.46
C 1.32 -4.13 4.66
C -4.36 -1.89 1.84
C 2.52 0.00 -3.23
H 1.25 4.44 4.04
C -0.62 -2.54 3.44
C 2.83 -2.79 0.90
H 6.10 1.64 4.18
H -4.95 -4.44 -4.40
H -1.48 -5.03 -3.44
H 2.00 -0.48 -4.05
H 3.05 1.46 0.31
H 1.77 -4.67 0.75
H -5.59 6.08 -1.15
H -1.41 4.41 -3.02
C -3.07 0.88 5.84
C 2.37 -4.41 -3.65
C -1.43 -3.67 -1.77
C 2.06 5.64 0.96
H 3.60 -0.05 -3.37
H -3.70 4.86 -2.24
C 2.20 4.35 1.50
C 3.74 1.52 1.15
H 1.08 0.25 4.89
H 5.53 -4.36 -2.44
H -6.36 -2.23 1.14
C 3.68 -4.81 -3.42
C -1.52 5.92 0.77
C 5.10 1.42 0.96
N -1.40 2.51 -1.13
C -2.56 -0.72 4.12
O -2.72 1.07 1.52
C 0.73 2.86 6.99
C -5.93 3.06 0.33
H -1.63 8.06 0.95
C 5.44 1.62 3.33
C -4.34 4.37 -1.52
C -2.68 5.26 1.04
C 0.68 -2.08 3.60
O 0.60 -1.06 -1.82
C 0.80 6.10 0.72
C 1.93 4.45 -2.53
S 2.06 -0.91 -1.66
H 5.50 1.30 -0.04
H 0.94 -1.10 3.22
C -3.79 -4.39 0.81
C -5.39 5.04 -0.91
N 7.23 -5.89 0.92
C 4.06 -2.84 -2.10
C 1.12 3.62 4.74
H 2.19 1.02 -3.12
H -1.77 -4.02 1.41
H -3.64 5.73 0.91
C 2.75 -2.45 -2.32
C -4.19 0.54 7.90
C 1.14 3.51 1.79
H -0.48 -4.03 -1.40
H -4.74 -2.28 -2.96
H -3.46 -5.29 -4.84
C -6.19 4.39 0.02
H -7.92 5.66 -0.02
C -0.35 3.19 -1.60
H 1.78 -0.94 0.96
P 1.39 1.84 2.51
C 5.15 -4.42 0.96
H -3.59 -1.42 -0.95
C -4.08 3.06 -1.19
C 4.14 -2.24 1.06
C -5.35 -2.63 1.23
H -5.85 -4.48 0.25
C 1.64 -2.86 4.20
H 6.23 -2.58 1.21
C -2.01 1.77 3.90
H 2.66 -2.50 4.28
H -0.24 -5.59 4.86
H -6.56 2.56 1.05
H -3.76 -3.65 -5.43
C 1.72 -2.00 0.79
C -2.51 0.63 4.57
H -3.25 -2.68 4.57
H 4.71 -2.22 -1.50
C 1.92 3.52 -1.51
H -3.56 -5.37 0.40
C -3.77 2.03 7.79
Cs -1.07 -0.04 -0.47
N -2.00 -2.70 -1.08
C 0.02 -4.60 4.51
C 1.03 1.28 5.21
O -3.01 0.78 -1.72
H 1.71 -5.01 -4.26
C 5.25 -3.02 1.09
H -4.22 -2.17 6.75
H 4.21 -1.17 1.16
C -2.60 3.94 1.50
H -1.94 -4.22 3.77
H -4.66 1.37 -0.05
H 0.73 -2.42 0.70
C -3.19 -1.67 4.93
H 3.21 4.00 1.69
C -0.44 4.18 -2.61
C -0.18 3.97 1.53
H 0.83 4.92 6.41
H 0.90 -2.89 -3.23
C 3.21 1.72 2.42
C 1.91 -3.23 -3.09
H -3.12 2.32 8.61
H 0.68 8.26 0.69
H -3.51 3.38 1.68
C -4.88 2.39 -0.28
S -2.71 2.17 -1.96
C -0.30 5.28 1.03
H -7.92 4.47 1.29
H -2.50 4.20 6.25
C -5.07 -3.89 0.72
C 3.86 -5.00 0.86
H -4.64 2.69 7.82
C 5.96 1.46 2.05
C 0.70 4.78 -3.09
H 7.03 1.37 1.91
C -2.79 -3.64 1.39
H -5.28 0.45 7.96
C 6.28 -5.22 0.95
H 2.94 6.22 0.73
C 1.18 2.31 4.29
H -3.77 0.06 8.79
P -1.73 -1.33 2.60
C 0.29 7.40 0.15
C 4.07 1.76 3.52
C 4.52 -4.03 -2.64
O -2.69 2.56 -3.36

Atom charges from the Mulliken analysis, given in e for atoms 1 to 99: number 1, H, carries 0.3065; number 2, H, carries 0.2895; number 3, C, carries -0.5828; number 4, C, carries -1.5047; number 5, H, carries 0.3727; number 6, C, carries -0.0935; number 7, H, carries 0.3700; number 8, C, carries -1.6058; number 9, C, carries -1.0129; number 10, C, carries 1.2092; number 11, H, carries 0.2642; number 12, C, carries -1.4743; number 13, H, carries 0.3870; number 14, H, carries 0.3934; number 15, H, carries 0.4381; number 16, C, carries -0.2013; number 17, C, carries -1.7226; number 18, H, carries 0.2176; number 19, C, carries 0.8876; number 20, C, carries 0.3210; number 21, C, carries -1.5804; number 22, H, carries 0.4790; number 23, C, carries 0.3091; number 24, H, carries 0.2561; number 25, C, carries -1.0848; number 26, N, carries 1.4507; number 27, C, carries -1.1364; number 28, H, carries 0.4472; number 29, C, carries -0.6968; number 30, H, carries 0.4762; number 31, H, carries 0.5723; number 32, S, carries 0.5013; number 33, C, carries 0.0345; number 34, C, carries 0.6787; number 35, C, carries -0.7485; number 36, C, carries -1.1950; number 37, C, carries -1.2686; number 38, H, carries 0.4674; number 39, C, carries 0.1871; number 40, C, carries 2.3638; number 41, H, carries 0.3984; number 42, H, carries 0.3863; number 43, H, carries 0.4018; number 44, H, carries 0.4325; number 45, H, carries -0.0110; number 46, H, carries 0.3743; number 47, H, carries 0.3779; number 48, H, carries 0.4987; number 49, C, carries 0.8731; number 50, C, carries -0.7091; number 51, C, carries -0.7168; number 52, C, carries -1.4514; number 53, H, carries 0.4366; number 54, H, carries 0.4562; number 55, C, carries 0.0544; number 56, C, carries 0.2147; number 57, H, carries 0.4603; number 58, H, carries 0.4391; number 59, H, carries 0.4432; number 60, C, carries -0.6708; number 61, C, carries 0.8499; number 62, C, carries -0.6281; number 63, N, carries 0.2169; number 64, C, carries -0.4899; number 65, O, carries 0.0727; number 66, C, carries -0.7533; number 67, C, carries -0.9475; number 68, H, carries 0.3025; number 69, C, carries -0.7104; number 70, C, carries -0.0682; number 71, C, carries -1.2386; number 72, C, carries -0.8699; number 73, O, carries -1.2120; number 74, C, carries 0.7566; number 75, C, carries -1.1894; number 76, S, carries 1.5772; number 77, H, carries 0.4866; number 78, H, carries -0.1103; number 79, C, carries -0.4487; number 80, C, carries -1.0664; number 81, N, carries -0.7332; number 82, C, carries -0.4193; number 83, C, carries -0.5485; number 84, H, carries 0.2185; number 85, H, carries 0.5657; number 86, H, carries 0.5928; number 87, C, carries 0.2207; number 88, C, carries -0.8168; number 89, C, carries 0.1318; number 90, H, carries 0.5817; number 91, H, carries 0.4876; number 92, H, carries 0.3772; number 93, C, carries 1.3794; number 94, H, carries 0.3677; number 95, C, carries -0.4660; number 96, H, carries 0.0941; number 97, P, carries 1.7409; number 98, C, carries 0.2971; number 99, H, carries 0.7244